[1]
Entry from the OMol25 dataset: a structure of composition C36H84InN4O3S3 at a distorted geometry (ωB97M-V/def2-TZVPD).

```
131
C36H84InN4O3S3 | the OMol25 dataset | ωB97M-V/def2-TZVPD
In 0.730 7.263 -0.461
S -6.590 5.645 2.534
S -2.226 2.589 3.045
S -4.531 5.578 0.338
O -2.926 3.037 1.736
O -3.337 2.245 4.065
O -1.198 1.287 2.632
N 1.323 -7.919 -1.401
N -4.393 7.723 2.266
N 8.235 -8.048 -2.025
N -2.101 -2.146 -0.459
C -2.395 8.266 -0.924
C -3.486 8.866 0.192
C -1.262 4.064 3.722
C 7.927 -7.340 -3.270
C 2.002 -5.670 -2.416
C -3.496 8.590 4.644
C -4.405 7.585 3.745
C 0.381 4.694 1.604
C 0.755 5.698 -2.101
C -9.125 6.372 1.502
C -1.934 8.085 4.834
C 0.281 4.158 3.173
C -0.862 8.858 -0.683
C -8.020 6.850 2.632
C -9.711 4.853 1.743
C 0.200 -1.845 -1.403
C -5.063 6.471 1.728
C -0.483 5.812 -3.181
C 9.515 -7.651 -1.431
C 2.512 -8.668 -1.814
C -3.101 8.060 1.611
C 3.708 -8.488 -0.884
C -2.613 -4.032 -2.111
C -2.971 -3.901 1.186
C -0.673 -2.431 -0.298
C 1.495 -6.477 -1.223
C 8.645 -10.349 -3.068
C 6.482 -7.506 -3.732
C 7.960 -9.485 -2.012
C 10.784 -7.957 -2.220
C 0.106 -8.321 -2.111
C -2.892 -2.445 0.739
C 0.053 -8.073 -3.615
C -2.706 -2.558 -1.726
C 0.766 6.288 1.631
C -1.477 7.965 6.412
H 2.272 -9.739 -1.815
H -2.480 -1.859 1.571
H 6.268 -8.534 -4.040
H -0.591 4.477 0.979
H 4.103 -7.468 -0.921
H 8.194 -9.895 -1.020
H -0.891 9.456 0.342
H 2.337 -4.684 -2.076
H 6.292 -6.861 -4.596
H 2.337 8.134 -0.578
H -0.599 9.631 -1.533
H 8.153 -11.327 -3.117
H -1.611 -4.444 -1.959
H 8.596 -7.639 -4.083
H 1.881 6.362 2.049
H -3.954 8.663 5.742
H -10.048 7.109 1.599
H 0.032 -0.768 -1.514
H -0.320 8.209 6.490
H 1.258 -1.995 -1.161
H 2.815 -8.415 -2.836
H -1.237 3.913 4.904
H -0.764 -7.841 -1.645
H -2.410 8.847 2.159
H -3.570 9.691 4.207
H 9.482 -6.568 -1.252
H -0.254 5.009 -4.027
H 3.444 -8.724 0.153
H -0.481 -3.507 -0.227
H 11.629 -7.418 -1.778
H -3.218 10.023 0.304
H 1.277 4.076 1.116
H 6.878 -9.628 -2.109
H 9.692 -10.533 -2.822
H 0.035 6.816 2.378
H 0.551 -6.033 -0.877
H 2.850 -6.145 -2.915
H -0.093 -7.017 -3.846
H -0.798 -8.613 -4.046
H -1.815 7.083 4.222
H 0.017 -2.328 -2.368
H 11.033 -9.018 -2.188
H -0.046 -9.395 -1.941
H -2.373 7.137 1.402
H -0.506 6.858 -3.730
H 0.952 -8.427 -4.128
H -0.328 -1.988 0.644
H 10.711 -7.642 -3.265
H -2.693 8.592 -2.025
H 2.185 -6.314 -0.388
H 1.214 -5.499 -3.153
H -1.909 5.021 3.504
H -10.398 4.591 0.805
H -1.660 0.820 1.855
H -2.374 7.084 -0.926
H -10.430 4.858 2.691
H -1.535 5.502 -2.734
H 0.837 4.611 -1.623
H -3.624 -4.488 0.538
H -8.524 6.819 3.705
H -2.010 8.761 7.120
H -3.763 -2.258 -1.743
H 8.592 -9.910 -4.068
H 4.518 -9.161 -1.185
H -5.526 7.784 4.108
H -2.251 -1.970 -2.530
H -7.623 7.943 2.437
H -3.328 -4.641 -1.555
H -8.891 4.021 1.836
H -3.395 -3.952 2.195
H -1.207 8.877 4.324
H 0.864 3.135 3.340
H -1.988 -4.380 1.224
H -8.582 6.467 0.448
H -3.911 -2.061 0.607
H -4.601 8.698 -0.124
H -2.853 -4.149 -3.173
H 9.606 -8.094 -0.432
H 1.754 5.839 -2.735
H 8.086 -6.265 -3.113
H 0.851 4.963 3.827
H 5.778 -7.224 -2.942
H -4.180 6.465 4.057
H -1.614 6.875 6.841
```

The total charge is -1. The energy relative to the best compared isomer or geometry (same formula, charge and spin) comes out at 182.38 kcal/mol. The value obtained for the calculated total energy is -88464.88609 eV. Its lowest unoccupied orbital energy is 1.794 eV. As for the HOMO-LUMO gap: 0.2357 Ha.



[2]
Entry from the OMol25 dataset: a cluster of 12 separate species, C36H84N12O12 in total at a distorted geometry (ωB97M-V/def2-TZVPD).

```
144
C36H84N12O12 | the OMol25 dataset | ωB97M-V/def2-TZVPD
O -3.824 -3.873 10.890
O -9.081 1.296 -5.118
O 5.868 0.637 6.741
O -6.981 -2.998 3.131
O -4.772 3.525 9.208
O 0.082 -0.234 -1.388
O 8.260 -2.128 -1.156
O -1.262 -0.983 -12.534
O -1.639 8.892 2.320
O 2.681 -7.578 4.393
O -5.050 7.708 -7.974
O 6.453 1.272 -10.130
N 9.267 -1.164 -2.908
N 1.472 -1.387 -0.087
N -5.289 -4.431 2.960
N 0.411 9.104 1.429
N -5.914 6.403 -6.272
N 4.644 -8.080 5.452
N -3.143 -3.892 13.007
N 7.913 2.620 -11.025
N 6.097 0.135 4.628
N 0.783 -0.285 -12.866
N -8.526 -0.826 -4.880
N -5.427 1.658 10.210
C -5.817 2.271 11.498
C 7.272 2.907 -8.593
C -9.299 0.131 -5.330
C 8.628 -2.133 -2.331
C 1.107 -0.915 -1.284
C 0.549 0.676 -13.942
C -4.287 -5.268 3.577
C 3.889 -7.788 4.377
C 8.379 -3.356 -3.162
C 6.105 -1.689 6.152
C 4.061 -8.142 6.773
C -0.391 6.922 2.019
C 1.868 -1.287 -2.515
C -7.448 7.140 -7.960
C 0.515 10.556 1.597
C -4.710 6.203 -5.434
C 5.959 -0.198 5.888
C -4.571 -3.952 13.475
C 4.546 -7.865 3.044
C 6.048 1.529 4.104
C 7.206 2.228 -9.989
C -6.394 -4.000 3.584
C 0.767 -1.145 1.184
C -2.898 -3.792 11.685
C -7.281 -0.623 -4.134
C 8.533 3.958 -10.973
C -6.903 -4.653 4.851
C -0.590 8.404 1.944
C 9.910 0.083 -2.304
C -6.000 7.180 -7.362
C -4.730 1.548 7.900
C -4.986 2.298 9.196
C 0.319 -1.793 -10.972
C -1.438 -3.677 11.094
C -10.479 -0.288 -6.183
C -0.111 -0.976 -12.211
H 5.124 -2.086 6.413
H -5.048 -4.913 13.282
H 0.616 6.544 1.842
H -0.765 -4.121 11.828
H 9.280 -3.939 -3.353
H -3.458 -5.220 2.871
H 0.245 -2.847 -11.240
H -5.594 0.673 10.063
H 6.265 -0.582 3.937
H -0.305 -1.314 1.083
H 5.112 2.044 4.320
H -2.431 -3.737 13.707
H -1.389 -4.155 10.116
H 6.965 2.041 4.393
H 8.739 4.316 -11.981
H 2.860 -0.836 -2.530
H 1.270 8.633 1.186
H -4.533 -3.907 14.564
H -5.221 -3.122 13.200
H -5.093 3.046 11.749
H -7.925 -5.030 4.818
H 1.109 10.765 2.486
H 8.073 3.614 -8.374
H 1.367 -0.830 -3.368
H 1.687 -0.323 -12.418
H 4.368 -7.339 7.443
H -5.684 1.602 12.348
H -1.173 -2.635 10.916
H -4.965 -3.952 2.133
H 1.017 -0.174 1.613
H 5.932 1.434 3.024
H -4.168 2.120 7.161
H 10.048 0.036 -1.224
H 5.254 -8.693 3.078
H 7.913 4.685 -10.448
H 9.370 -1.270 -3.907
H -11.290 -0.642 -5.547
H -3.980 -4.998 4.587
H 6.578 -2.105 5.262
H -8.212 6.799 -7.261
H -1.036 6.371 1.334
H -6.864 2.561 11.586
H 7.943 -3.106 -4.129
H -10.799 0.540 -6.815
H -6.189 -5.404 5.188
H 7.426 2.147 -7.827
H 1.485 0.851 -14.472
H 2.985 -8.310 6.827
H 6.802 -1.931 6.955
H 6.282 3.295 -8.355
H -7.490 6.522 -8.857
H 4.498 -9.027 7.237
H 1.114 -1.946 1.836
H 5.018 -6.951 2.684
H 10.923 0.198 -2.689
H 7.783 2.159 -11.914
H 2.235 -2.047 -0.043
H 0.174 1.611 -13.528
H -0.782 6.560 2.970
H -6.457 -0.493 -4.835
H -7.419 0.316 -3.598
H -4.548 5.126 -5.476
H -6.886 -3.952 5.686
H -0.458 11.033 1.721
H 2.007 -2.361 -2.642
H 3.780 -8.154 2.324
H 9.391 0.990 -2.613
H -4.895 6.424 -4.383
H -7.720 8.124 -8.340
H -4.265 0.566 7.992
H -5.716 1.429 7.451
H 1.064 11.048 0.794
H 7.702 -4.076 -2.701
H 5.563 -8.477 5.311
H -6.691 5.774 -6.129
H -0.084 0.293 -14.743
H 1.299 -1.608 -10.531
H -8.860 -1.757 -5.088
H -4.695 -6.277 3.617
H -3.819 6.747 -5.749
H -10.154 -1.065 -6.874
H -0.372 -1.630 -10.145
H 9.569 3.884 -10.642
H -7.149 -1.469 -3.459
```

The SMILES is CNC(C)=O.CNC(C)=O.CNC(C)=O.CNC(C)=O.CNC(C)=O.CNC(C)=O.CNC(C)=O.CNC(C)=O.CNC(C)=O.CNC(C)=O.CNC(C)=O.CNC(C)=O. The total charge is 0. The energy relative to the best compared isomer or geometry (same formula, charge and spin) comes out at 147.48 kcal/mol. The value obtained for the calculated total energy is -81146.57557 eV. Its lowest unoccupied orbital energy is 0.064 eV. As for the HOMO-LUMO gap: 0.3338 Ha.



[3]
Entry from the OMol25 dataset: a cluster of 12 separate species, C36H84N12O12 in total at a distorted geometry (ωB97M-V/def2-TZVPD).

```
144
C36H84N12O12 | the OMol25 dataset | ωB97M-V/def2-TZVPD
O -1.534 -0.863 0.212
O -0.234 6.665 -7.038
O 5.367 -6.310 -0.146
O -2.893 0.834 -6.399
O 8.488 -2.053 3.477
O -7.391 -2.407 -3.469
O 4.062 1.659 -1.386
O -0.773 4.868 3.592
O -4.500 1.386 7.189
O -5.118 -6.500 4.229
O -0.584 -9.765 0.197
O 2.162 9.363 -1.441
N 1.829 9.132 -3.676
N -9.107 -1.754 -2.243
N -2.919 -0.098 6.431
N 8.029 -1.139 5.542
N 0.741 5.925 5.035
N -3.931 -7.886 2.921
N 6.002 -5.715 1.964
N 4.851 2.571 -3.294
N 1.680 -9.212 0.061
N -4.962 0.117 -5.915
N -1.690 8.403 -6.886
N 0.291 -0.663 -1.006
C 4.828 2.383 -1.995
C 7.612 -6.665 0.420
C -1.479 1.084 -1.119
C 6.869 -0.448 3.474
C 1.679 7.168 -2.412
C 3.656 2.326 -4.151
C -3.030 -1.347 -5.380
C 0.371 -9.221 -0.394
C 2.026 5.747 4.372
C -4.176 -6.705 3.462
C -2.519 6.236 -6.221
C 6.179 -6.231 0.712
C -7.803 -2.022 -2.347
C -6.813 -1.843 -1.254
C 4.741 -5.124 2.423
C -1.767 5.916 5.408
C -1.022 9.302 -7.828
C -0.916 -0.273 -0.598
C -3.501 0.652 7.430
C -0.529 5.524 4.580
C 0.891 -1.877 -0.611
C -3.316 -5.512 3.041
C 7.861 -1.240 4.167
C -5.730 1.305 -6.319
C -3.453 -0.011 5.097
C 0.260 -8.453 -1.725
C -4.695 -9.107 3.250
C 9.094 -1.840 6.282
C -9.727 -0.949 -1.118
C 5.735 3.210 -1.169
C -3.106 0.413 8.849
C 1.935 10.601 -4.012
C -1.351 7.128 -6.722
C 1.887 8.670 -2.446
C 2.041 -9.685 1.374
C -3.582 -0.057 -5.909
H -2.431 -5.888 2.528
H -1.471 5.996 6.454
H -3.051 0.915 4.687
H -6.761 1.096 -6.036
H 7.439 -0.534 6.095
H 2.492 11.263 -3.348
H 2.460 -8.699 -0.325
H 3.296 1.333 -3.883
H -0.735 1.477 -1.811
H 2.832 5.803 5.103
H 0.864 0.035 -1.458
H 6.575 -0.887 2.520
H -2.590 8.539 -6.448
H 9.910 -2.212 5.662
H -3.378 -0.573 9.225
H -2.021 6.942 5.143
H -4.529 0.155 5.159
H -1.923 5.523 -5.650
H 1.084 -7.753 -1.864
H 5.319 3.215 -0.161
H 6.842 -5.289 2.330
H 8.025 -6.065 -0.391
H 3.977 2.131 -5.175
H -3.195 -1.547 -4.321
H -6.934 -2.464 -0.366
H -0.690 -7.918 -1.755
H -5.801 -2.043 -1.605
H 1.062 -2.461 -1.515
H 0.996 11.153 -3.997
H -2.024 0.504 8.941
H -5.482 -0.582 -5.404
H -3.722 -4.754 2.371
H -3.259 -8.093 2.196
H 2.182 4.784 3.886
H -9.054 -0.276 -0.586
H -3.057 -5.074 4.005
H -3.449 -0.936 4.521
H 2.568 6.726 -2.861
H 2.449 -10.693 1.298
H 3.784 -5.417 1.992
H 1.686 6.756 -1.403
H -1.795 9.749 -8.454
H 2.941 3.142 -4.253
H 1.584 8.517 -4.439
H -3.447 -2.138 -6.004
H 1.788 -1.490 -0.128
H -2.997 5.824 -7.110
H -1.973 -0.430 6.552
H -3.705 1.184 9.334
H 6.008 -0.246 4.112
H -1.422 1.751 -0.259
H 2.319 10.657 -5.030
H 0.334 -2.552 0.040
H -9.577 -1.949 -3.115
H 5.575 3.139 -3.712
H 9.502 -1.363 7.173
H -10.406 -0.228 -1.572
H -10.335 -1.526 -0.421
H -4.977 -9.215 4.297
H -0.541 10.176 -7.389
H -5.538 1.387 -7.389
H -1.945 -1.389 -5.469
H -6.785 -0.805 -0.923
H 6.017 4.218 -1.473
H -3.295 6.695 -5.609
H -0.384 8.729 -8.502
H 1.245 -9.592 2.112
H 2.221 6.597 3.717
H 8.212 -6.490 1.313
H 4.810 -4.046 2.573
H -2.475 0.963 -1.545
H 2.783 -9.031 1.832
H 6.724 2.809 -0.944
H -4.182 -9.883 2.681
H 7.660 -7.717 0.141
H -5.683 -9.047 2.793
H 0.909 6.436 5.889
H 0.932 6.701 -3.053
H 4.560 -5.526 3.419
H -2.586 5.225 5.209
H 7.252 0.547 3.249
H 8.511 -2.701 6.610
H 0.240 -9.172 -2.545
H -5.377 2.292 -6.019
```

The SMILES is CNC(C)=O.CNC(C)=O.CNC(C)=O.CNC(C)=O.CNC(C)=O.CNC(C)=O.CNC(C)=O.CNC(C)=O.CNC(C)=O.CNC(C)=O.CNC(C)=O.CNC(C)=O. The total charge is 0. The energy relative to the best compared isomer or geometry (same formula, charge and spin) comes out at 172.70 kcal/mol. The value obtained for the calculated total energy is -81145.48189 eV. Its lowest unoccupied orbital energy is 0.292 eV. As for the HOMO-LUMO gap: 0.3470 Ha.